# 1
3 unconnected molecules or ions with the total composition C26H42BrF2N2O11PS at a distorted geometry, computed with ωB97M-V with the def2-TZVPD basis set.

The geometry in XYZ format:
```
86
C26H42BrF2N2O11PS ωB97M-V with the def2-TZVPD basis set
C -5.7347 0.8130 -1.5989
C -4.6377 1.9902 -1.3967
C -3.8325 2.1495 -2.8058
C -2.3528 2.7347 -2.5290
C -1.1948 2.0177 -3.4045
C -0.2892 1.1642 -2.3400
C 0.7481 0.1629 -3.0541
C 1.5416 -0.6860 -1.9299
C 0.8871 -2.1377 -1.6471
C 1.9856 -3.0505 -0.8965
C 1.4357 -4.5293 -0.5095
C 0.2642 -4.5237 0.5896
C 0.6115 -3.6579 1.9021
C -0.0898 -2.1766 1.8777
C 0.0654 -1.5912 3.3645
C -0.3380 -0.0312 3.5346
C -1.5431 -0.0248 4.6303
N -2.4255 0.0788 5.4482
C 0.8402 0.8503 4.2041
Br 1.5299 0.0097 5.9057
C 0.3348 2.3202 4.6631
N -0.3011 3.2828 5.0085
S 2.3404 1.1430 3.1352
C 3.0167 -0.3619 2.2989
O 3.4419 1.6225 4.0855
O 2.1672 2.2883 2.1380
P -1.1004 0.7445 1.9722
O -0.1269 0.8823 0.7931
O -1.7234 2.3288 2.2653
O -2.4606 -0.1516 1.3924
H -5.8666 0.5430 -2.7162
H -6.7457 1.1778 -1.1759
H -5.4406 -0.1298 -0.9928
H -3.9164 1.6891 -0.5487
H -5.1775 2.9594 -1.1157
H -4.3628 2.9000 -3.4999
H -3.7219 1.1200 -3.2976
H -2.1193 2.5464 -1.4111
H -2.3583 3.8854 -2.6680
H -1.6273 1.2465 -4.1405
H -0.5273 2.7740 -3.9561
H 0.3108 1.9440 -1.7537
H -1.0220 0.5543 -1.6936
H 0.2707 -0.4893 -3.8697
H 1.5386 0.8221 -3.5764
H 2.6247 -0.8314 -2.3082
H 1.6146 -0.0924 -0.9461
H -0.1133 -2.0813 -1.0691
H 0.6319 -2.5818 -2.6765
H 2.8457 -3.2291 -1.6717
H 2.4853 -2.5151 -0.0042
H 2.3461 -5.1760 -0.2040
H 1.0076 -4.9748 -1.4730
H 0.0364 -5.6006 0.9464
H -0.7179 -4.0781 0.1576
H 0.3366 -4.1917 2.8886
H 1.7527 -3.4343 1.8666
H 0.4622 -1.5963 1.0629
H -1.1835 -2.3673 1.5710
H 1.1345 -1.8376 3.7123
H -0.6265 -2.2338 4.0387
H 4.0987 -0.0945 1.9843
H 3.1334 -1.1918 3.1014
H 2.4288 -0.7191 1.3869
H -1.5658 2.8315 1.4228
H -2.5909 0.0410 0.4310
O -5.7463 6.5995 -0.2292
C -4.7626 6.1409 0.2753
O -4.5940 5.9818 1.6199
C -3.3660 5.2914 1.7930
C -2.6350 5.6089 0.5322
F -1.8210 4.5830 0.1739
O -3.6687 5.7185 -0.4230
H -3.5643 4.2214 1.9071
H -2.8390 5.6469 2.6799
H -2.0645 6.5416 0.5653
O 4.0147 -2.7838 -3.4885
C 5.0040 -3.2483 -2.9853
O 5.1793 -3.4149 -1.6422
C 6.4075 -4.1072 -1.4749
C 7.1333 -3.7813 -2.7408
F 7.9435 -4.8002 -3.1122
O 6.0926 -3.6657 -3.6901
H 6.2092 -5.1773 -1.3655
H 6.9381 -3.7567 -0.5881
H 7.7035 -2.8483 -2.7053
```

The calculation puts the HOMO-LUMO gap at 8.80 eV. For the LUMO energy, the calculation gives -1.17 eV. As for the energy: -5466.137082 a.u. Its SMILES is CCCCCCCCCCCCCCC[C@@](C#N)([C@](Br)(C#N)S(C)(=O)=O)P(=O)(O)O.O=C1OC[C@@H](F)O1.O=C1OC[C@@H](F)O1.

Mulliken atomic charge list, values in e, 4 entries: -1.04 0.52 -0.96 0.50

---

# 2
A molecular structure, C10H8MnN2O4S3Se at a distorted geometry, computed with ωB97M-V with the def2-TZVPD basis set.

The geometry in XYZ format:
```
29
C10H8MnN2O4S3Se ωB97M-V with the def2-TZVPD basis set
Mn -0.2557 -0.9362 -0.9874
S 1.8992 -2.0590 -0.9468
C 2.2887 -1.8348 0.6700
C 3.6342 -1.9305 1.1094
C 3.9882 -1.7431 2.4480
C 2.9932 -1.4896 3.4052
C 1.6512 -1.3993 3.0293
C 1.2571 -1.5368 1.6787
S -0.3955 -1.3207 1.2744
H 4.4107 -2.0722 0.3569
H 5.0226 -1.7742 2.7550
H 3.2660 -1.3226 4.4260
H 0.8770 -1.1805 3.7653
S -2.5476 -1.6844 -1.3704
C -3.0297 0.0133 -1.2977
N -2.9355 0.6392 -0.0657
C -2.8856 2.0017 0.0358
C -3.1471 2.7442 -1.0945
C -3.4459 2.0455 -2.2642
N -3.4711 0.7058 -2.3309
H -2.4784 0.0975 0.6741
H -2.6278 2.4099 1.0096
H -3.0826 3.8154 -1.0569
H -3.6224 2.5700 -3.2022
O -0.4265 2.2978 -3.2150
Se 0.6256 1.2219 -2.4867
O -0.0052 -0.3884 -2.7537
O 0.1470 0.9571 -0.8889
O 2.2960 1.1530 -2.6766
```

The calculation puts the HOMO-LUMO gap (spin up / spin down) at 4.60 / 6.43 eV. For the LUMO energy (spin up / spin down), the calculation gives 5.09 / 5.08 eV. As for the spin multiplicity: 6. Its net charge is -2. As for the energy: -5543.332558 a.u. The relative energy (zero: lowest compared OMol25 entry of this formula, charge and spin) is 0.0 kJ/mol.

natural (NBO) atomic charge list, values in e, 4 entries: 1.18 -0.24 -0.21 -0.23

---

# 3
2 unconnected molecules or ions with the total composition C2H6I2Si at a distorted geometry, computed with ωB97M-V with the def2-TZVPD basis set.

The geometry in XYZ format:
```
11
C2H6I2Si ωB97M-V with the def2-TZVPD basis set
C -0.8902 -0.7602 -2.1567
C 0.6711 0.6449 1.8162
Si 1.0041 1.1602 -0.0005
I 0.3469 3.4137 -0.4725
I 3.4019 0.8841 -0.5728
H -0.1820 -0.8908 -2.9267
H -1.1848 -1.5844 -1.6139
H -1.3767 0.1174 -2.1279
H 0.9398 -0.3872 1.9991
H 1.4193 1.1786 2.4913
H -0.3432 0.7859 1.9649
```

The calculation puts the HOMO-LUMO gap (spin up / spin down) at 7.74 / 7.55 eV. For the LUMO energy (spin up / spin down), the calculation gives -1.21 / -0.14 eV. As for the energy: -964.632845 a.u. The relative energy (zero: lowest compared OMol25 entry of this formula, charge and spin) is 312.5 kJ/mol.

natural (NBO) atomic charge list, values in e, 4 entries: -0.48 -1.13 0.77 -0.18

---

Question: Look up the energy of the first one.
Answer: -5466.137082 a.u.

---

Question: What is the formula in the second record?
Answer: C10H8MnN2O4S3Se

---

Question: Which formula does entry 3 have?
Answer: C2H6I2Si

---

Question: Among the records above, which one has the highest energy?
Answer: C2H6I2Si